Entry 1:
DFT (wB97M-V/def2-TZVPD) results for C3H4O3Pt as an isolated structure at a distorted geometry.

The geometry in XYZ format:
```
11
Properties=species:S:1:pos:R:3:forces:R:3
O 1.914512 1.018327 0.128598 0.3 0.0 0.2
C 1.459566 0.042935 -0.409470 3.9 -0.7 -0.9
C 0.714441 -1.109155 0.133935 2.0 0.5 -0.2
H 0.435228 -1.785504 -0.682348 -0.4 0.0 0.8
H 0.767487 -1.295742 1.213307 -0.5 -0.2 -0.4
H 2.170155 -1.125908 -0.174052 0.3 -0.4 -0.3
Pt -0.170941 2.285909 0.469074 0.4 1.1 0.4
O -0.309858 0.292224 -0.014511 -5.3 -0.3 0.2
C -1.546012 -0.105767 -0.330603 0.1 -0.4 0.1
O -2.245081 0.987136 -0.210293 -0.5 0.5 0.4
H -3.189497 0.795546 -0.123637 -0.3 0.0 -0.5
```
Forces are in eV/Å.

Calculated values
Total charge ... +1
Energy above the lowest of the compared OMol25 structures with the same formula, charge and spin ... 6.129 eV
Total energy ... -461.031349 Ha
Spin multiplicity ... 4
HOMO (alpha / beta) ... -0.4907 / -0.5285 Ha

Entry 2:
DFT (wB97M-V/def2-TZVPD) results for a 2-piece molecular cluster, C6H16O overall at a distorted geometry.

The geometry in XYZ format:
```
23
Properties=species:S:1:pos:R:3:forces:R:3
C 0.345538 1.145760 1.399957 -0.5 -1.1 1.4
C 1.604045 0.297215 1.350269 1.2 0.8 -0.6
C 2.175803 0.158290 -0.074193 0.2 -0.3 0.9
O 2.644784 0.846213 2.185548 -0.4 -0.8 0.4
H -0.545112 0.553402 1.193578 0.1 0.1 -0.9
H 0.391562 2.048458 0.799618 0.0 0.1 0.1
H 0.132354 1.293536 2.465681 0.4 0.9 -0.1
H 1.459851 -0.669567 1.814398 -0.3 -0.3 -0.1
H 3.216571 -0.169814 -0.020520 -0.2 -0.4 0.1
H 1.576800 -0.552134 -0.634211 0.1 0.1 -0.4
H 2.248616 1.126916 -0.547525 -0.4 0.3 -0.3
H 2.780411 1.758760 1.981966 0.0 0.9 -0.3
C -2.259012 0.391215 -1.571011 0.5 -0.5 0.1
C -1.560930 -0.982639 -1.639999 -1.3 -1.0 0.8
C -1.165742 -1.558062 -0.286622 2.5 0.1 1.5
H -3.322748 0.327621 -1.338582 0.0 -0.3 -0.1
H -1.815557 0.951249 -0.749558 0.1 0.4 -0.2
H -2.151093 0.918198 -2.517265 0.0 0.2 0.1
H -2.266353 -1.751108 -1.954427 -0.2 0.3 -0.9
H -0.701291 -1.018077 -2.315654 -0.1 0.2 0.1
H -1.695183 -1.380119 0.651818 -1.2 0.1 -0.6
H -0.871360 -2.619035 -0.247525 -0.6 0.1 -0.6
H -0.221953 -1.116280 0.054258 0.1 0.1 -0.4
```
Forces are in eV/Å.

Calculated values
Total charge ... 0
Energy above the lowest of the compared OMol25 structures with the same formula, charge and spin ... 1.085 eV
SMILES string ... CC(C)O.CCC
Total energy ... -313.403664 Ha
Spin multiplicity ... 1
HOMO ... -0.3748 Ha

Entry 3:
DFT (wB97M-V/def2-TZVPD) results for one molecule with the formula C3H6N2O at a distorted geometry.

The geometry in XYZ format:
```
12
Properties=species:S:1:pos:R:3:forces:R:3
N -1.459820 -0.980757 0.054241 6.2 -1.4 -5.2
C -0.728018 0.240553 -0.236085 -6.1 -0.8 5.3
O -1.215190 1.257689 0.193128 0.0 2.0 -1.1
N 0.491808 -0.044052 -0.449964 3.7 -0.5 -5.0
C 1.678749 0.578599 -0.054690 -0.2 0.4 1.6
C 1.279140 -0.824009 0.371013 0.2 1.9 1.2
H -1.000994 -1.578912 -0.859271 -3.1 1.0 3.5
H -2.390169 -0.879728 0.276942 -2.5 0.1 -0.3
H 2.529733 0.659885 -0.682156 0.2 0.5 -1.0
H 1.449579 1.369243 0.680525 0.8 -0.4 -0.2
H 1.625922 -1.714820 -0.009031 1.2 -1.7 -0.5
H 0.904303 -0.714377 1.336603 -0.3 -1.1 1.9
```
Forces are in eV/Å.

Calculated values
Total charge ... 0
Energy above the lowest of the compared OMol25 structures with the same formula, charge and spin ... 3.456 eV
SMILES string ... NC(=O)N1CC1
Total energy ... -302.566090 Ha
Spin multiplicity ... 1
HOMO ... -0.3580 Ha

Entry 4:
DFT (wB97M-V/def2-TZVPD) results for a 7-piece molecular cluster, C24H68N6O7 overall at a distorted geometry.

The geometry in XYZ format:
```
105
Properties=species:S:1:pos:R:3:forces:R:3
C 7.060090 9.111720 23.742310 1.2 -0.9 -0.3
O 6.095730 9.573440 22.838560 -1.0 0.7 0.8
C 5.486160 8.494890 22.139870 1.3 -0.2 0.1
C 4.202680 8.852910 21.430370 0.8 1.3 -0.3
C 3.087830 8.961870 22.379710 -1.0 0.0 1.3
N 3.859290 8.014470 20.317050 1.3 0.1 -0.4
H 6.651390 8.324880 24.376300 0.0 0.1 0.3
H 7.650160 9.835890 24.304000 -1.2 0.8 0.2
H 7.913990 8.692080 23.210470 0.0 -0.7 -0.6
H 6.309290 8.211250 21.484050 -0.4 -0.7 -0.7
H 5.284510 7.674590 22.828730 0.1 -0.1 0.2
H 4.349990 9.835440 20.982010 0.1 0.3 0.1
H 2.869880 8.022160 22.887190 0.0 -0.3 -0.1
H 2.173310 9.269960 21.872910 0.0 0.2 0.2
H 3.361020 9.650150 23.179540 -0.3 0.3 0.0
H 4.621830 8.172910 19.673990 -0.1 0.0 -0.8
H 3.991920 7.041850 20.554780 -0.2 -0.6 0.3
C 2.178040 13.099600 21.474210 -0.3 -0.7 -0.1
O 3.573700 13.229780 21.208070 -1.0 -0.1 0.7
C 4.401490 12.689240 22.275770 -0.3 1.3 -1.9
C 5.848940 12.970940 21.814490 -0.5 0.3 -0.5
C 6.063310 12.478070 20.349780 1.2 0.2 1.4
N 6.763750 12.370330 22.735930 0.9 -1.0 0.7
H 1.504300 13.408050 20.674820 0.8 0.8 -0.4
H 1.838310 13.602120 22.379840 0.3 0.1 0.2
H 1.871900 12.053980 21.506710 0.3 -0.5 0.6
H 4.108130 13.209270 23.187700 0.3 0.0 0.3
H 4.230330 11.617810 22.379990 0.0 -0.1 0.0
H 6.093810 14.033080 21.813310 -0.5 0.2 0.1
H 7.117250 12.536360 20.077930 0.3 0.4 0.4
H 5.567280 13.136970 19.637110 -0.6 -0.9 0.0
H 5.948590 11.394580 20.381480 -1.0 0.0 -0.8
H 6.601380 12.664970 23.688260 0.0 0.8 0.1
H 6.527180 11.393620 22.836780 0.2 -0.3 -0.6
C -5.706360 10.274450 21.239980 0.8 -0.1 -1.1
O -4.629530 10.319270 20.266240 -1.8 0.2 -1.1
C -3.403270 9.914660 20.752050 0.6 0.1 0.7
C -2.207050 10.023780 19.798680 -0.6 1.5 -0.7
C -2.354380 9.090200 18.665810 -0.9 -0.4 -1.8
N -0.921480 9.734640 20.370050 -0.3 -0.4 1.3
H -5.397830 10.869010 22.099860 -0.3 0.0 0.2
H -5.990470 9.255640 21.503440 0.5 -0.3 0.3
H -6.609760 10.646750 20.756890 0.3 0.5 0.0
H -3.226100 10.608830 21.573540 0.6 -0.5 0.8
H -3.468750 8.856690 21.006050 0.2 -0.2 0.8
H -2.107530 11.068950 19.505750 -0.5 0.1 -0.6
H -2.504990 8.068760 19.015190 0.1 -0.1 0.1
H -1.524790 9.094320 17.958800 0.2 0.1 0.3
H -3.230950 9.332600 18.065000 -0.2 0.0 0.1
H -1.017930 8.779250 20.683140 0.7 -0.5 0.3
H -0.804430 10.296670 21.201030 0.2 0.1 0.4
C 4.318580 5.208260 22.471260 1.4 -0.5 -1.4
O 3.924060 5.256660 21.095740 -2.1 0.1 0.7
C 2.517220 4.834770 21.006400 0.1 -0.3 -1.1
C 1.867760 5.261020 19.666760 -0.6 0.3 0.1
C 2.629910 4.856900 18.419370 1.1 -0.7 0.4
N 1.468950 6.658970 19.695080 -0.3 0.3 0.4
H 4.498100 4.148780 22.653940 -0.5 -0.1 0.9
H 3.671220 5.765920 23.148040 -0.2 -0.4 0.0
H 5.319740 5.638770 22.492340 0.0 0.2 0.1
H 2.442620 3.754620 21.132140 0.5 -0.4 -0.4
H 1.891340 5.149770 21.841350 0.3 1.0 0.1
H 0.913910 4.744290 19.560560 -0.1 -0.6 0.6
H 3.555420 5.422510 18.311610 0.0 0.2 -0.1
H 2.066590 4.885850 17.486670 -0.2 0.3 0.2
H 2.929130 3.818930 18.564870 0.1 -0.2 -0.2
H 2.243830 7.250110 19.960050 0.0 -0.1 0.1
H 1.343560 6.981130 18.746080 -0.3 0.0 -0.4
C 0.133840 8.259370 13.433960 -1.3 -0.1 1.1
O 0.187410 7.050460 14.247830 0.5 1.2 -0.3
C 0.478660 7.322560 15.641040 0.6 0.5 -0.8
C 1.923570 7.896060 15.848000 0.4 -0.6 -1.1
C 3.030850 6.984650 15.339850 -0.1 -0.6 -1.0
N 2.244440 8.204550 17.201320 -0.7 0.0 1.0
H -0.547470 8.146650 12.590630 0.5 -0.8 -0.3
H 1.066270 8.734680 13.129400 0.3 -0.5 0.1
H -0.444740 8.997210 13.989780 0.2 0.4 0.5
H -0.242980 8.045160 16.022060 -0.1 0.4 0.0
H 0.242280 6.402020 16.174730 0.6 -0.2 0.0
H 2.036840 8.824760 15.288720 -0.5 0.1 -0.6
H 2.965980 6.832170 14.262520 -0.3 -0.1 -0.1
H 3.032950 5.993720 15.793880 -0.1 0.1 0.2
H 4.024370 7.414710 15.466670 0.0 0.2 0.4
H 1.800280 9.070990 17.469840 0.0 0.1 0.5
H 3.239610 8.357900 17.280170 0.0 0.0 0.1
C -0.516850 12.778400 14.879350 0.1 1.2 1.1
O 0.413670 13.471100 15.776170 -0.4 -1.3 0.3
C 1.090640 12.568750 16.728060 0.9 0.8 -0.5
C 1.993930 13.340270 17.814580 -2.2 0.4 -1.6
C 2.771370 14.447480 17.174420 -0.3 0.2 -0.1
N 2.897180 12.457790 18.435080 0.6 -1.6 0.3
H -1.439360 12.522800 15.400630 0.2 -0.8 0.5
H -0.082430 11.938010 14.337940 0.1 -0.1 0.2
H -0.944520 13.494420 14.177550 0.8 0.3 -0.3
H 0.421210 11.824330 17.159100 -0.5 0.3 0.4
H 1.789870 11.968990 16.145430 0.3 -0.1 -0.2
H 1.341860 13.802270 18.555830 -0.7 0.2 0.0
H 3.436250 14.002300 16.434250 0.3 0.3 0.1
H 3.284660 14.911540 18.016610 0.5 0.3 -0.4
H 2.114150 15.175680 16.699150 0.1 0.0 0.0
H 3.348300 12.869010 19.239750 0.3 0.4 -0.2
H 2.384020 11.695550 18.854310 0.0 -0.5 -0.1
O 1.599610 10.080050 19.377490 0.8 0.4 -0.3
H 0.672590 10.010850 19.605670 -1.1 -0.2 0.2
H 2.032410 9.431110 19.932280 0.4 -0.4 -0.1
```
Forces are in eV/Å.

Calculated values
Total charge ... 0
Energy above the lowest of the compared OMol25 structures with the same formula, charge and spin ... 3.039 eV
SMILES string ... COC[C@H](C)N.COC[C@H](C)N.COC[C@H](C)N.COC[C@H](C)N.COC[C@H](C)N.COC[C@H](C)N.O
Total energy ... -1810.225707 Ha
Spin multiplicity ... 1
HOMO ... -0.3060 Ha

Number 3 is which compound? C3H6N2O

What is the energy above the lowest of the compared OMol25 structures with the same formula, charge and spin in the second record? 1.085 eV